Here is C5H6FNS as an isolated structure from the Open Molecules 2025 dataset. Energies are from ωB97M-V/def2-TZVPD.

Cartesian coordinates (Å):
C  0.517  -0.571  1.148
C  -0.678  -0.845  0.303
C  0.161  0.950  0.889
C  0.234  1.005  -0.788
C  -0.693  -0.238  -1.130
H  0.280  -0.853  2.261
H  -1.133  -1.972  0.299
H  0.697  1.738  1.318
H  -0.165  1.955  -1.338
H  1.466  -0.607  -1.375
H  -1.559  -0.060  -1.857
N  0.711  -0.123  -1.784
F  1.820  -0.797  0.909
S  -1.658  0.418  1.145

- electronic energy (eV) = -20320.6252
- LUMO level (eV) = 0.62
- largest force on an atom (eV/A) = 7.11
- multiplicity = 1
- total charge = 0
- orbital gap (eV) = 9.505
- HOMO level (eV) = -8.89
- energy above the lowest of the compared OMol25 structures with the same formula, charge and spin (kcal per mole) = 83.0